{"formula": "C31H28AsBrIKN10S", "method": "ωB97M-V/def2-TZVPD", "charge": -2, "homo_energy_ev": -1.9, "species": ["K", "N", "C", "N", "N", "N", "N", "C", "N", "N", "N", "N", "H", "S", "C", "C", "C", "C", "C", "C", "As", "C", "C", "C", "C", "C", "C", "C", "C", "C", "C", "C", "C", "H", "H", "H", "H", "H", "H", "H", "H", "H", "H", "H", "H", "H", "H", "Br", "C", "C", "C", "C", "C", "C", "I", "H", "H", "H", "H", "C", "C", "C", "C", "C", "N", "H", "H", "H", "H", "H", "H", "H", "H", "H"], "xyz": [[1.15, -0.46, 0.63], [3.83, -0.70, 3.35], [2.53, -0.76, 3.82], [2.26, -0.71, 5.11], [0.91, -0.80, 5.18], [0.41, -0.90, 3.99], [1.43, -0.88, 3.08], [4.27, -0.69, 2.02], [5.50, -1.07, 1.70], [5.56, -0.88, 0.36], [4.43, -0.42, -0.07], [3.57, -0.27, 0.97], [4.54, -0.90, 4.03], [0.03, 0.27, -2.98], [0.66, 1.78, -3.59], [0.79, 2.06, -4.97], [1.34, 3.25, -5.43], [1.79, 4.22, -4.54], [1.66, 3.98, -3.17], [1.09, 2.80, -2.71], [1.04, 2.30, -0.84], [-0.89, 2.41, -0.43], [-1.26, 2.22, 0.90], [-2.59, 2.29, 1.30], [-3.57, 2.56, 0.35], [-3.21, 2.74, -0.98], [-1.88, 2.66, -1.37], [1.45, 4.06, -0.03], [2.64, 4.18, 0.67], [3.01, 5.38, 1.28], [2.18, 6.48, 1.18], [0.98, 6.38, 0.47], [0.62, 5.18, -0.13], [0.46, 1.30, -5.67], [1.43, 3.41, -6.50], [2.23, 5.14, -4.89], [2.00, 4.73, -2.47], [-0.50, 2.01, 1.66], [-2.86, 2.13, 2.33], [-4.62, 2.62, 0.65], [-3.98, 2.95, -1.73], [-1.60, 2.77, -2.41], [3.29, 3.31, 0.76], [3.94, 5.44, 1.83], [2.45, 7.42, 1.65], [0.32, 7.24, 0.39], [-0.31, 5.11, -0.67], [-1.36, -6.66, 2.18], [0.14, -7.04, 1.09], [0.26, -8.34, 0.61], [1.33, -8.69, -0.20], [2.29, -7.74, -0.52], [2.17, -6.45, -0.03], [1.10, -6.09, 0.79], [1.06, -4.14, 1.47], [-0.50, -9.06, 0.86], [1.41, -9.70, -0.57], [3.13, -8.00, -1.15], [2.92, -5.70, -0.27], [-4.58, -1.01, -1.13], [-3.98, -1.68, 0.11], [-4.60, -1.09, 1.39], [-4.18, -3.20, 0.07], [-2.53, -1.41, 0.13], [-1.41, -1.20, 0.14], [-5.66, -1.18, -1.14], [-4.15, -1.43, -2.04], [-4.38, 0.06, -1.13], [-5.65, -1.40, 1.45], [-4.55, 0.00, 1.38], [-4.08, -1.45, 2.28], [-5.25, -3.42, 0.06], [-3.72, -3.68, 0.93], [-3.73, -3.62, -0.84]]}



{"formula": "C31H28AsN3O5PbS", "method": "ωB97M-V/def2-TZVPD", "charge": 2, "homo_energy_ev": -12.8, "species": ["Pb", "O", "S", "O", "O", "O", "C", "C", "C", "C", "C", "N", "C", "O", "N", "C", "C", "C", "C", "N", "C", "C", "C", "H", "H", "H", "H", "H", "H", "H", "H", "H", "H", "H", "H", "H", "C", "C", "C", "C", "C", "C", "As", "C", "C", "C", "C", "C", "C", "C", "C", "C", "C", "C", "C", "H", "H", "H", "H", "H", "H", "H", "H", "H", "H", "H", "H", "H", "H", "H"], "xyz": [[2.69, -3.41, 1.01], [3.33, -1.87, 2.71], [3.48, -0.70, 1.82], [4.64, 0.11, 1.92], [3.17, -1.22, 0.45], [2.23, 0.25, 2.19], [-3.39, -1.60, -5.33], [-3.72, -2.27, -4.02], [-4.77, -1.82, -3.23], [-5.08, -2.44, -2.03], [-4.35, -3.55, -1.60], [-4.74, -4.15, -0.38], [-4.06, -4.91, 0.52], [-4.59, -5.59, 1.36], [-2.64, -4.89, 0.43], [-1.84, -3.78, 0.49], [-2.30, -2.46, 0.36], [-1.40, -1.42, 0.39], [-0.05, -1.67, 0.57], [0.39, -2.92, 0.74], [-0.47, -3.95, 0.70], [-3.32, -4.02, -2.40], [-3.01, -3.38, -3.59], [-4.06, -0.77, -5.54], [-3.46, -2.30, -6.16], [-2.37, -1.21, -5.32], [-5.37, -0.97, -3.55], [-5.91, -2.08, -1.43], [-5.73, -4.10, -0.15], [-2.26, -5.74, 0.84], [-3.36, -2.27, 0.26], [-1.74, -0.40, 0.29], [0.68, -0.88, 0.59], [-0.07, -4.94, 0.86], [-2.79, -4.92, -2.12], [-2.22, -3.78, -4.21], [4.48, 5.13, 3.70], [4.44, 3.84, 4.23], [3.78, 2.83, 3.56], [3.17, 3.13, 2.35], [3.20, 4.41, 1.80], [3.86, 5.41, 2.49], [2.18, 1.88, 1.35], [0.32, 2.19, 1.46], [-0.30, 3.01, 0.51], [-1.64, 3.32, 0.65], [-2.35, 2.82, 1.74], [-1.73, 2.01, 2.68], [-0.39, 1.69, 2.56], [2.78, 1.80, -0.42], [4.11, 2.14, -0.68], [4.57, 2.06, -1.99], [3.72, 1.65, -3.00], [2.40, 1.30, -2.73], [1.92, 1.36, -1.43], [5.01, 5.91, 4.23], [4.93, 3.63, 5.17], [3.76, 1.83, 3.96], [2.72, 4.64, 0.85], [3.90, 6.42, 2.09], [0.26, 3.41, -0.33], [-2.13, 3.95, -0.07], [-3.40, 3.07, 1.85], [-2.29, 1.64, 3.53], [0.09, 1.08, 3.30], [4.77, 2.46, 0.11], [5.59, 2.33, -2.21], [4.08, 1.59, -4.02], [1.74, 0.99, -3.53], [0.89, 1.10, -1.21]]}



{"formula": "C31H28BBrClN4O4Pb", "method": "ωB97M-V/def2-TZVPD", "charge": 1, "homo_energy_ev": -10.6, "species": ["Pb", "N", "C", "C", "C", "C", "C", "C", "C", "C", "C", "C", "C", "C", "H", "H", "H", "H", "H", "H", "H", "H", "H", "H", "O", "C", "C", "C", "N", "C", "Br", "C", "H", "H", "H", "H", "Cl", "C", "C", "C", "C", "C", "C", "C", "H", "H", "H", "H", "H", "H", "O", "B", "O", "C", "C", "C", "C", "C", "C", "H", "H", "H", "H", "N", "C", "N", "O", "H", "H", "H", "H"], "xyz": [[-3.66, -15.39, -11.73], [-1.39, -16.87, -11.70], [-1.99, -18.12, -11.38], [-1.61, -18.78, -10.23], [-2.20, -19.95, -9.84], [-3.14, -20.51, -10.67], [-3.51, -19.91, -11.86], [-2.93, -18.68, -12.23], [-3.34, -17.99, -13.49], [-3.34, -18.74, -14.68], [-3.78, -18.23, -15.87], [-4.33, -16.96, -15.91], [-4.29, -16.20, -14.74], [-3.82, -16.68, -13.53], [-0.65, -16.56, -11.09], [-1.15, -16.66, -12.68], [-0.90, -18.28, -9.55], [-1.83, -20.35, -8.89], [-3.55, -21.51, -10.40], [-4.18, -20.45, -12.51], [-2.90, -19.73, -14.63], [-3.66, -18.73, -16.86], [-4.64, -16.54, -16.87], [-4.62, -15.17, -14.79], [-10.10, -16.05, -14.17], [-8.87, -15.90, -13.62], [-8.19, -16.95, -12.97], [-6.98, -16.63, -12.38], [-6.39, -15.41, -12.39], [-7.08, -14.49, -13.03], [-6.20, -12.82, -13.17], [-8.29, -14.65, -13.65], [-10.51, -16.89, -13.90], [-8.53, -17.97, -12.93], [-6.38, -17.43, -11.96], [-8.80, -13.81, -14.14], [-5.63, -13.64, -9.64], [-6.41, -15.26, -9.43], [-7.79, -15.30, -9.29], [-8.40, -16.52, -9.07], [-7.64, -17.69, -9.16], [-6.31, -17.64, -9.44], [-5.63, -16.40, -9.50], [-4.19, -16.36, -9.80], [-8.38, -14.37, -9.39], [-9.43, -16.68, -8.90], [-8.12, -18.65, -9.01], [-5.72, -18.55, -9.45], [-3.80, -17.36, -9.84], [-3.61, -15.81, -9.10], [-0.74, -14.11, -11.15], [-1.83, -13.92, -12.05], [-2.15, -12.55, -12.13], [-0.97, -11.94, -11.80], [-0.64, -10.62, -11.95], [0.63, -10.24, -11.49], [1.46, -11.14, -10.87], [1.09, -12.48, -10.68], [-0.11, -12.83, -11.22], [-1.28, -9.87, -12.37], [0.99, -9.23, -11.57], [2.41, -10.82, -10.44], [1.76, -13.16, -10.19], [-1.88, -12.85, -14.87], [-1.12, -13.89, -14.53], [-0.24, -14.35, -15.42], [-1.19, -14.44, -13.42], [-1.75, -12.35, -15.71], [-2.56, -12.55, -14.19], [-0.24, -14.01, -16.37], [0.27, -15.20, -15.24]]}



{"formula": "C31H28ClINOPRhS", "method": "ωB97M-V/def2-TZVPD", "charge": 3, "homo_energy_ev": -16.8, "species": ["Rh", "I", "C", "C", "C", "C", "C", "C", "C", "C", "C", "P", "C", "C", "C", "C", "C", "C", "C", "C", "C", "C", "C", "C", "C", "H", "H", "H", "H", "H", "H", "H", "H", "H", "H", "H", "H", "H", "H", "H", "H", "O", "S", "C", "C", "C", "C", "H", "H", "H", "H", "H", "H", "H", "H", "Cl", "C", "C", "C", "C", "N", "C", "H", "H", "H", "H"], "xyz": [[0.62, 0.54, 0.73], [-1.13, 1.60, 2.30], [-1.96, 3.28, 1.35], [-3.29, 3.49, 1.59], [-3.86, 4.74, 1.30], [-3.06, 5.76, 0.86], [-1.68, 5.55, 0.62], [-0.84, 6.63, 0.25], [0.50, 6.46, 0.05], [1.04, 5.16, 0.10], [0.25, 4.08, 0.43], [0.98, 2.56, -0.15], [0.85, 2.45, -1.91], [0.18, 3.45, -2.63], [0.07, 3.34, -4.00], [0.60, 2.25, -4.66], [1.25, 1.24, -3.95], [1.37, 1.33, -2.58], [2.57, 2.28, 0.59], [2.59, 2.18, 2.00], [3.79, 1.91, 2.65], [4.95, 1.78, 1.91], [4.94, 1.90, 0.51], [3.75, 2.12, -0.16], [-1.11, 4.26, 0.79], [-3.91, 2.72, 2.05], [-4.91, 4.90, 1.48], [-3.47, 6.75, 0.71], [-1.28, 7.62, 0.15], [1.14, 7.30, -0.18], [2.08, 5.02, -0.18], [-0.23, 4.32, -2.12], [-0.44, 4.12, -4.56], [0.52, 2.17, -5.74], [1.66, 0.39, -4.48], [1.85, 0.53, -2.03], [1.71, 2.44, 2.58], [3.82, 1.86, 3.73], [5.90, 1.62, 2.42], [5.86, 1.85, -0.04], [3.74, 2.23, -1.23], [1.90, -0.81, -0.15], [3.22, -1.14, 0.65], [2.98, -2.85, 1.17], [3.34, -3.72, -0.02], [4.62, -3.11, -0.58], [4.40, -1.60, -0.67], [1.98, -2.95, 1.57], [3.69, -2.99, 1.99], [2.54, -3.69, -0.76], [3.47, -4.76, 0.28], [4.87, -3.51, -1.57], [5.46, -3.33, 0.08], [3.88, -1.30, -1.58], [5.30, -1.00, -0.54], [-1.78, -3.98, -1.33], [-1.82, -2.28, -1.22], [-2.81, -1.53, -1.85], [-2.78, -0.15, -1.71], [-1.78, 0.44, -0.96], [-0.83, -0.30, -0.36], [-0.84, -1.63, -0.49], [-3.58, -2.02, -2.43], [-3.52, 0.47, -2.18], [-1.74, 1.51, -0.83], [-0.06, -2.19, 0.00]]}



{"formula": "C31H28CrNO2PS7", "method": "ωB97M-V/def2-TZVPD", "charge": -2, "multiplicity": 5, "homo_energy_ev": [-0.9, -1.1], "species": ["Cr", "N", "C", "C", "C", "C", "C", "C", "C", "C", "C", "C", "C", "C", "H", "H", "H", "H", "H", "H", "H", "H", "H", "H", "O", "C", "S", "C", "C", "S", "S", "S", "O", "S", "C", "C", "C", "C", "H", "H", "H", "H", "H", "H", "H", "H", "S", "P", "S", "C", "C", "C", "C", "C", "C", "C", "C", "C", "C", "C", "C", "H", "H", "H", "H", "H", "H", "H", "H", "H", "H"], "xyz": [[-0.08, 0.33, -0.18], [-0.15, 0.09, 1.93], [0.96, 0.13, 2.83], [0.71, 0.48, 4.15], [1.73, 0.55, 5.09], [3.03, 0.29, 4.68], [3.27, -0.05, 3.36], [2.26, -0.19, 2.41], [2.64, -0.59, 1.01], [3.81, -1.35, 0.88], [4.38, -1.62, -0.35], [3.78, -1.08, -1.48], [2.58, -0.40, -1.36], [1.92, -0.18, -0.13], [-0.92, 0.66, 2.28], [-0.53, -0.87, 1.88], [-0.31, 0.71, 4.44], [1.51, 0.82, 6.12], [3.85, 0.37, 5.38], [4.30, -0.20, 3.06], [4.27, -1.79, 1.76], [5.29, -2.21, -0.42], [4.24, -1.21, -2.46], [2.11, -0.03, -2.27], [0.41, 5.23, -5.13], [0.25, 4.41, -4.25], [0.31, 4.76, -2.53], [0.00, 3.13, -1.92], [-0.18, 2.18, -2.86], [-0.48, 0.49, -2.57], [-0.08, 2.70, -4.54], [-0.03, 2.92, -0.19], [-0.93, -2.63, 1.17], [-0.01, -2.73, -0.03], [0.19, -4.56, -0.16], [-0.19, -4.97, -1.57], [-1.41, -4.11, -1.91], [-1.00, -2.69, -1.56], [-0.51, -4.94, 0.58], [1.21, -4.81, 0.12], [-0.41, -6.04, -1.65], [0.62, -4.74, -2.27], [-2.27, -4.41, -1.30], [-1.70, -4.19, -2.96], [-1.83, -2.00, -1.38], [-0.34, -2.26, -2.31], [-5.58, 1.80, 1.12], [-4.68, 0.26, 0.25], [-2.71, 0.14, 0.22], [-5.33, -1.29, 1.00], [-4.47, -2.27, 1.49], [-4.97, -3.35, 2.21], [-6.33, -3.47, 2.44], [-7.20, -2.51, 1.94], [-6.70, -1.42, 1.24], [-5.23, 0.18, -1.49], [-6.11, -0.77, -2.00], [-6.55, -0.69, -3.32], [-6.10, 0.33, -4.14], [-5.20, 1.27, -3.65], [-4.77, 1.19, -2.33], [-3.40, -2.17, 1.31], [-4.28, -4.10, 2.59], [-6.71, -4.31, 3.02], [-8.26, -2.60, 2.12], [-7.37, -0.64, 0.89], [-6.47, -1.58, -1.37], [-7.25, -1.43, -3.70], [-6.44, 0.39, -5.17], [-4.83, 2.06, -4.28], [-4.07, 1.92, -1.94]]}



{"formula": "C31H28CsN9O2S2", "method": "ωB97M-V/def2-TZVPD", "charge": -2, "homo_energy_ev": -1.5, "species": ["Cs", "C", "C", "N", "C", "S", "N", "N", "C", "C", "C", "C", "C", "C", "C", "N", "H", "H", "H", "H", "H", "H", "H", "H", "H", "H", "H", "H", "H", "N", "C", "N", "C", "N", "N", "C", "C", "C", "C", "C", "C", "N", "C", "C", "C", "C", "C", "C", "H", "H", "H", "H", "H", "H", "H", "H", "H", "H", "H", "O", "C", "O", "C", "C", "C", "C", "C", "C", "S", "H", "H", "H", "H"], "xyz": [[0.35, 1.22, 0.16], [-3.19, -1.25, 6.59], [-1.98, -0.33, 6.72], [-1.89, 0.65, 5.66], [-1.48, 0.31, 4.38], [-1.90, 1.44, 3.14], [-0.86, -0.86, 4.29], [-0.22, -1.10, 3.12], [-0.01, -2.35, 2.85], [-0.56, -3.46, 3.71], [0.83, -2.69, 1.67], [1.29, -3.99, 1.46], [2.08, -4.26, 0.36], [2.41, -3.24, -0.50], [1.92, -1.97, -0.22], [1.15, -1.70, 0.82], [-3.22, -1.97, 7.41], [-3.14, -1.79, 5.65], [-4.12, -0.67, 6.61], [-1.06, -0.92, 6.70], [-2.01, 0.20, 7.68], [-2.61, 1.36, 5.63], [-1.49, -3.12, 4.18], [0.13, -3.71, 4.52], [-0.75, -4.35, 3.12], [1.03, -4.77, 2.16], [2.44, -5.27, 0.19], [3.03, -3.41, -1.37], [2.19, -1.14, -0.86], [1.88, 0.58, -4.19], [0.97, 0.94, -3.27], [-0.20, 0.40, -3.10], [-0.56, -0.66, -3.92], [-1.63, -1.35, -3.73], [-2.24, -1.10, -2.55], [-3.48, -1.36, -2.47], [-4.19, -1.19, -1.19], [-5.54, -1.55, -1.10], [-6.20, -1.38, 0.11], [-5.50, -0.85, 1.18], [-4.16, -0.51, 0.99], [-3.53, -0.67, -0.16], [0.33, -1.02, -5.04], [0.02, -2.00, -5.98], [0.92, -2.36, -6.96], [2.17, -1.73, -7.01], [2.51, -0.76, -6.09], [1.58, -0.40, -5.10], [2.83, 0.96, -4.14], [1.27, 1.79, -2.66], [-4.05, -1.73, -3.33], [-6.04, -1.96, -1.96], [-7.24, -1.66, 0.20], [-5.97, -0.69, 2.14], [-3.58, -0.07, 1.79], [-0.95, -2.47, -5.91], [0.66, -3.12, -7.69], [2.89, -2.01, -7.77], [3.47, -0.27, -6.10], [1.99, 3.00, -1.00], [2.99, 2.26, -1.14], [2.96, 1.00, -1.07], [4.33, 2.93, -1.36], [4.69, 3.84, -0.38], [5.92, 4.49, -0.39], [6.79, 4.21, -1.44], [6.41, 3.33, -2.44], [5.18, 2.67, -2.46], [4.80, 1.65, -3.85], [3.98, 4.05, 0.41], [6.20, 5.18, 0.39], [7.76, 4.70, -1.49], [7.08, 3.15, -3.28]]}



{"formula": "C31H28FN2O2", "method": "ωB97M-V/def2-TZVPD", "charge": 1, "homo_energy_ev": -9.7, "species": ["O", "N", "O", "C", "C", "C", "C", "C", "C", "N", "C", "C", "C", "C", "C", "C", "C", "C", "C", "C", "C", "C", "H", "H", "H", "H", "H", "H", "H", "H", "H", "H", "H", "H", "H", "H", "H", "H", "H", "H", "F", "C", "C", "C", "C", "C", "C", "C", "C", "C", "C", "C", "C", "C", "H", "H", "H", "H", "H", "H", "H", "H", "H", "H"], "xyz": [[5.99, 1.41, 1.28], [5.38, 0.72, 2.12], [5.93, -0.17, 2.78], [3.96, 0.97, 2.33], [3.24, 0.21, 3.23], [1.88, 0.39, 3.36], [1.21, 1.35, 2.59], [-0.24, 1.50, 2.61], [-1.14, 0.48, 2.39], [-2.50, 0.75, 2.21], [-3.05, 2.10, 1.92], [-4.57, 1.94, 1.72], [-4.84, 0.41, 1.61], [-3.45, -0.27, 1.71], [-0.67, -0.91, 2.18], [0.15, -1.22, 1.10], [0.59, -2.51, 0.90], [0.20, -3.51, 1.78], [-0.62, -3.21, 2.85], [-1.05, -1.92, 3.05], [1.97, 2.15, 1.72], [3.32, 1.94, 1.58], [3.77, -0.52, 3.82], [1.33, -0.21, 4.07], [-0.65, 2.50, 2.67], [-2.81, 2.78, 2.74], [-2.57, 2.48, 1.01], [-5.12, 2.37, 2.56], [-4.92, 2.47, 0.82], [-5.49, 0.07, 2.43], [-5.35, 0.15, 0.68], [-3.10, -0.61, 0.73], [-3.45, -1.13, 2.38], [0.44, -0.45, 0.41], [1.22, -2.75, 0.07], [0.54, -4.52, 1.63], [-0.92, -3.99, 3.53], [-1.68, -1.68, 3.89], [1.47, 2.88, 1.12], [3.90, 2.52, 0.88], [-4.39, -2.24, -3.98], [-3.10, -1.91, -3.76], [-2.22, -2.84, -3.23], [-0.91, -2.50, -2.99], [-0.42, -1.20, -3.28], [0.95, -0.95, -3.01], [1.79, 0.18, -3.22], [3.15, 0.05, -2.86], [4.04, 1.08, -3.03], [3.61, 2.29, -3.56], [2.29, 2.45, -3.93], [1.40, 1.42, -3.76], [-1.35, -0.28, -3.81], [-2.65, -0.63, -4.04], [-2.58, -3.83, -3.02], [-0.23, -3.23, -2.59], [1.47, -1.80, -2.59], [3.50, -0.88, -2.46], [5.07, 0.96, -2.75], [4.31, 3.10, -3.70], [1.95, 3.39, -4.35], [0.39, 1.59, -4.07], [-1.06, 0.72, -4.03], [-3.35, 0.09, -4.45]]}



For each record above, in turn, the calculated M values are 893.5; 836.8; 854.0; 758.9; 754.0; 755.7; 479.6 g/mol.
For each record above, in turn, the calculated electronic energy values are -7851.335701; -4564.923124; -4969.912219; -2935.130010; -5576.642507; -2658.026361; -1557.565379 a.u..
For each record above, in turn, the calculated energy above the lowest of the compared OMol25 structures with the same formula, charge and spin values are 41.9; 0.0; 0.0; 0.0; 71.3; 32.1; 0.0 kJ/mol.